Entry 1:
{
  "formula": "C17H29N3O5",
  "method": "ωB97M-V/def2-TZVPD",
  "symbols": ["C", "H", "H", "H", "C", "C", "H", "H", "H", "C", "C", "N", "C", "O", "N", "C", "O", "C", "H", "H", "O", "C", "O", "C", "N", "C", "O", "C", "C", "C", "C", "C", "C", "H", "H", "H", "H", "H", "H", "H", "H", "H", "H", "H", "H", "H", "H", "H", "H", "H", "H", "H", "H", "H"],
  "xyz": [[-0.827, 3.141, 2.209], [-1.895, 3.254, 1.675], [-0.901, 3.356, 3.093], [-0.679, 2.132, 2.069], [-0.016, 4.141, 1.408], [-0.263, 5.566, 1.471], [-0.348, 5.958, 2.595], [0.464, 6.195, 0.736], [-1.193, 5.693, 0.773], [1.519, 3.957, 2.122], [2.352, 2.570, 2.074], [2.373, 2.118, 0.728], [1.373, 1.031, 0.431], [0.865, 0.267, 1.049], [1.724, 0.649, -1.017], [2.769, 1.049, -1.683], [3.309, 1.972, -1.517], [2.778, 0.219, -3.003], [3.835, -0.086, -3.461], [2.437, 0.752, -3.855], [1.998, -0.908, -3.059], [2.809, -2.007, -2.284], [3.890, -2.088, -2.083], [1.730, -3.127, -1.943], [0.722, -2.531, -1.322], [-0.649, -2.445, -1.324], [-1.240, -2.471, -2.293], [-1.293, -1.982, -0.171], [-2.722, -1.350, -0.269], [-3.739, -2.522, -0.818], [-3.773, -3.607, 0.027], [-2.517, -4.092, 0.334], [-1.496, -3.139, 0.935], [-0.646, -3.466, 1.236], [-1.973, -2.662, 1.932], [-1.879, -4.680, -0.614], [-2.609, -4.945, 0.990], [-4.362, -4.495, -0.048], [-4.209, -3.214, 1.056], [-3.162, -2.831, -1.801], [-4.733, -2.159, -0.920], [-2.450, -0.611, -0.990], [-3.173, -0.823, 0.567], [-0.887, -1.078, 0.548], [1.119, -2.373, -0.169], [0.842, -3.403, -2.957], [1.996, -4.078, -1.671], [1.045, -0.294, -1.138], [2.936, 2.454, 0.029], [1.646, 1.976, 2.764], [3.154, 2.585, 2.562], [1.494, 4.337, 3.066], [2.201, 4.494, 1.419], [0.253, 3.601, 0.514]],
  "e_lumo_ev": 0.40,
  "max_force_ev_per_a": 16.91,
  "de_lowest_kj_mol": 1597.0,
  "multiplicity": 1,
  "e_tot_ha": -1205.151027,
  "orbital_gap_ha": 0.3563
}

Entry 2:
{
  "formula": "H19O10",
  "method": "ωB97M-V/def2-TZVPD",
  "symbols": ["O", "H", "H", "O", "H", "H", "O", "H", "H", "O", "H", "H", "O", "H", "H", "O", "H", "H", "O", "H", "H", "O", "H", "H", "O", "H", "O", "H", "H"],
  "xyz": [[2.233, -1.170, -1.843], [2.613, -0.543, -2.466], [-0.511, 0.356, -1.351], [-2.343, 1.514, 1.855], [-2.049, 1.373, 2.766], [0.030, -2.697, -1.954], [1.721, 3.645, -1.026], [-2.668, 2.422, 1.897], [1.084, 3.205, -0.398], [-1.221, -2.393, 0.372], [-0.405, 1.975, 0.969], [1.387, -0.695, -1.563], [0.380, 1.971, 0.404], [-2.532, 1.438, -1.338], [-0.567, -1.778, -0.027], [-0.158, 0.370, 3.258], [-0.064, -0.591, 3.224], [0.591, 0.646, 2.713], [1.576, -1.737, 1.467], [1.472, -2.672, 1.266], [1.216, -1.291, 0.701], [-2.660, 0.721, -1.963], [-2.369, -0.096, -1.566], [0.257, 0.993, 0.069], [0.004, -0.246, -0.807], [2.598, 3.319, -0.827], [0.672, -3.268, -2.377], [-1.860, -1.863, 0.848], [1.573, -2.910, -2.304]],
  "e_lumo_ev": 2.81,
  "max_force_ev_per_a": 1.65,
  "charge": -1,
  "de_lowest_kj_mol": 42.5,
  "multiplicity": 1,
  "e_tot_ha": -763.874232,
  "orbital_gap_ha": 0.3328
}

Entry 3:
{
  "formula": "C6H16BBr6Na3",
  "method": "ωB97M-V/def2-TZVPD",
  "symbols": ["Na", "Na", "Na", "B", "H", "H", "H", "H", "Br", "C", "C", "Br", "H", "H", "H", "H", "Br", "C", "C", "Br", "H", "H", "H", "H", "Br", "C", "C", "Br", "H", "H", "H", "H"],
  "xyz": [[0.335, -2.144, 2.944], [2.132, 0.708, 2.886], [3.415, -0.736, 0.192], [1.051, -0.823, 1.032], [0.592, 0.014, 1.537], [0.325, -1.594, 0.826], [1.453, -0.444, 0.105], [1.856, -1.147, 1.673], [-2.828, -2.981, 1.287], [-3.100, -1.099, 1.819], [-2.511, -0.200, 0.838], [-3.613, -0.181, -0.797], [-2.767, -0.845, 2.826], [-4.183, -0.987, 1.788], [-1.441, -0.287, 0.650], [-2.634, 0.782, 1.294], [0.737, 2.541, 0.072], [1.476, 4.282, -0.600], [2.949, 4.580, -0.137], [3.849, 6.276, -0.808], [0.869, 5.125, -0.269], [1.457, 4.262, -1.690], [3.682, 3.828, -0.428], [2.978, 4.570, 0.953], [1.400, -2.393, -2.294], [-0.398, -2.623, -1.568], [-1.218, -3.382, -2.668], [-1.533, -2.186, -4.162], [-0.899, -1.693, -1.298], [-0.449, -3.298, -0.714], [-2.212, -3.608, -2.282], [-0.771, -4.317, -3.006]],
  "e_lumo_ev": -8.22,
  "max_force_ev_per_a": 5.04,
  "charge": 2,
  "de_lowest_kj_mol": 206.6,
  "multiplicity": 1,
  "e_tot_ha": -16193.463280,
  "orbital_gap_ha": 0.2152
}